Run 1
Computed, not measured: a 6-piece molecular cluster, C5H24N2O6 overall, with wB97M-V/def2-TZVPD.

XYZ file:
```
37
C5H24N2O6, DFT wB97M-V/def2-TZVPD
H -2.85 -0.18 0.47
H -1.11 -1.24 0.90
H 0.63 -0.36 2.54
N 0.86 -2.10 0.85
O 2.43 2.55 -0.66
H 1.34 -1.27 0.44
C -0.11 0.82 -1.09
C -1.08 1.66 -0.23
H -1.89 -2.58 -1.27
O -1.70 1.03 0.85
H -2.03 1.78 -0.78
H -0.30 -3.50 -1.23
O -3.68 -0.64 0.19
H -0.70 2.63 0.14
H -1.80 -0.53 -1.39
O 2.05 1.84 2.18
H 1.80 1.52 1.29
H 0.46 1.04 2.94
H 3.14 2.02 -0.55
C -0.82 -0.26 -1.85
C -0.81 -2.55 -0.96
H -0.99 0.01 -3.01
O -0.07 0.27 2.91
H 0.17 -1.75 -2.74
H -4.48 -0.40 0.80
H 2.87 0.24 -2.48
H 0.35 1.61 -1.78
O 2.72 0.12 -1.48
H 0.71 0.48 -0.53
H 2.53 2.73 2.00
N -0.02 -1.47 -1.75
H -0.91 -3.07 1.20
C -0.66 -2.20 0.52
H 1.22 -2.94 0.54
H -0.94 0.79 1.54
H 1.91 -0.43 -1.56
H 1.86 2.31 -1.39
```

Frontier orbital gap = 0.357 hartree
Lowest unoccupied orbital energy = 0.290 eV
Net charge = 0
SMILES string = NCCNCCCO.O.O.O.O.O

Run 2
Computed, not measured: a 6-piece molecular cluster, C5H24N2O6 overall, with wB97M-V/def2-TZVPD.

XYZ file:
```
37
C5H24N2O6, DFT wB97M-V/def2-TZVPD
C -2.01 -1.91 -0.78
H -1.77 -1.79 1.45
H -1.16 0.74 -1.46
H -0.97 0.51 1.51
O 0.61 3.72 1.41
H -0.96 -1.71 -1.22
C -0.88 -0.04 0.59
H -2.12 -2.94 -0.71
H -1.16 1.97 4.24
H 1.55 1.03 -0.43
H 1.97 -3.36 -1.14
O 1.83 -3.14 -0.22
O 1.65 -1.66 -3.28
H 1.02 -1.00 -3.66
H -2.63 -1.36 -1.47
H 0.80 0.55 -2.33
H 1.08 1.19 -3.74
H 1.78 1.88 1.59
N 0.52 -0.57 0.55
O -0.40 1.35 4.13
C -1.90 -1.14 0.60
H 2.51 -0.33 -0.13
H -0.34 1.05 3.22
C -1.18 1.01 -0.41
N 2.26 1.01 1.49
H 2.10 0.46 2.28
C 1.66 0.28 0.36
O 0.40 0.72 -3.21
H 0.71 -1.46 0.18
H 2.64 -2.64 0.07
H -2.13 1.56 -0.36
H -0.51 1.91 -0.26
O -3.15 -0.45 0.87
H 0.00 4.41 1.50
H -3.81 -0.43 0.12
H 1.34 -2.53 -3.52
H 0.68 3.14 2.16
```

Frontier orbital gap = 0.333 hartree
Lowest unoccupied orbital energy = 0.395 eV
Net charge = 0
SMILES string = C[C@H](O)[C@H](C)NCN.O.O.O.O.O

run 2 is favored, and the nearest alternative lies 0.747 eV above it.

Run 1
Computed, not measured: one molecule with the formula C13H17NO4, with wB97M-V/def2-TZVPD.

XYZ file:
```
35
C13H17NO4, DFT wB97M-V/def2-TZVPD
H -0.06 3.04 -3.51
C 0.21 -0.49 4.78
O 0.00 -2.40 -0.82
H 1.18 1.30 2.86
C 1.01 -3.35 -0.98
H 0.20 -0.30 -2.22
H 0.88 3.64 -1.06
H -2.32 -1.09 -1.22
O 0.99 -1.18 3.73
H 0.75 -4.32 -0.49
H -0.70 3.00 -0.58
H 1.08 -3.30 -2.05
C 0.55 1.71 -1.88
C 0.71 -0.78 2.49
H 0.10 1.31 -3.97
H 0.61 0.47 4.99
H 1.65 1.69 -2.04
H 0.37 -1.04 5.69
C -2.57 -0.05 -1.45
C 0.51 0.96 0.87
C -0.17 1.99 -3.20
N -1.49 0.82 -1.83
C 0.49 -1.75 1.54
O 0.72 2.34 0.51
C 0.84 0.59 2.13
H -3.02 0.43 -0.51
C 0.28 2.69 -0.78
H -3.33 -0.16 -2.25
H 2.06 -3.09 -0.58
O -1.58 1.58 -3.04
H -0.88 -0.48 4.55
H 0.48 -2.79 1.82
C 0.25 -0.02 -0.13
C 0.28 -1.42 0.14
C -0.07 0.44 -1.50
```

Frontier orbital gap = 0.296 hartree
Lowest unoccupied orbital energy = 0.760 eV
Net charge = 0
SMILES string = COc1cc(OC)c2c(c1)OC[C@@H]1CON(C)[C@H]21

Run 2
Computed, not measured: one molecule with the formula C13H17NO4, with wB97M-V/def2-TZVPD.

XYZ file:
```
35
C13H17NO4, DFT wB97M-V/def2-TZVPD
N 1.71 1.32 -0.70
H 5.51 -1.69 0.39
H 4.36 -3.46 -0.60
H -3.13 -0.11 1.94
H -0.62 1.47 -2.01
C -1.27 0.66 1.22
H -0.79 0.69 2.18
C 3.69 -0.53 0.61
O -5.12 -0.25 -1.45
C -6.50 -1.08 0.64
C -3.17 0.22 -0.18
H 3.27 2.16 0.30
C 0.86 1.56 0.33
C -2.46 0.67 -1.29
H -2.94 0.67 -2.25
H 4.29 -2.42 1.47
H 3.40 2.23 -1.47
O 3.91 -2.61 -0.56
C -4.57 -0.23 -0.38
H 5.02 0.60 -0.65
H -6.82 -1.35 1.64
C -0.54 1.09 0.11
H 1.40 0.74 -1.47
C 4.43 -1.87 0.53
C -1.15 1.10 -1.15
H -7.13 -0.28 0.23
C 3.12 1.60 -0.62
O -5.15 -0.63 0.76
H 2.62 -0.74 0.68
C 3.96 0.33 -0.62
C -2.57 0.23 1.08
H -6.55 -1.94 -0.03
H 4.00 0.00 1.51
H 3.74 -0.26 -1.52
O 1.20 2.11 1.35
```

Frontier orbital gap = 0.359 hartree
Lowest unoccupied orbital energy = 0.180 eV
Net charge = 0
SMILES string = COC(=O)c1ccc(C(=O)NCCCCO)cc1

run 2 is favored, and the nearest alternative lies 5.998 eV above it.